{
  "formula": "C35H50Br2N9OP2",
  "method": "ωB97M-V with the def2-TZVPD basis set",
  "symbols": ["C", "C", "Br", "C", "P", "O", "Br", "P", "N", "H", "H", "H", "H", "H", "H", "H", "H", "H", "H", "N", "C", "C", "C", "C", "H", "H", "H", "H", "H", "N", "C", "C", "C", "C", "H", "H", "H", "H", "H", "N", "C", "C", "C", "C", "H", "H", "H", "H", "H", "N", "C", "C", "C", "C", "H", "H", "H", "H", "H", "N", "C", "C", "C", "C", "H", "H", "H", "H", "H", "N", "C", "C", "C", "C", "H", "H", "H", "H", "H", "N", "C", "C", "C", "C", "H", "H", "H", "H", "H", "N", "C", "C", "C", "C", "H", "H", "H", "H", "H"],
  "xyz": [[-1.09938, -1.96666, 4.38663], [-1.20773, -1.04083, 3.18069], [-2.99680, -1.10336, 2.41790], [-0.23723, -1.35859, 2.03426], [1.46996, -1.56273, 2.57919], [1.83533, -0.57865, 3.75719], [2.71104, -1.15993, 0.88522], [2.06732, -3.58456, 3.39836], [2.71344, -3.58348, 4.77452], [-0.42659, -1.55740, 5.14070], [-2.06887, -2.09372, 4.85651], [-0.76675, -2.97090, 4.11080], [-1.08281, -0.00325, 3.47393], [-0.51225, -2.29340, 1.53142], [-0.24460, -0.57232, 1.27714], [2.09437, 0.33817, 3.54675], [0.84097, -4.24115, 3.18484], [2.78324, -4.02239, 2.27143], [2.86384, -2.74658, 5.32016], [1.73038, -1.92960, -3.86322], [1.36647, -1.22617, -2.74803], [0.22849, -0.52161, -3.04305], [-0.10931, -0.81479, -4.39185], [0.83594, -1.68482, -4.86762], [2.53463, -2.52459, -3.94646], [1.93113, -1.26467, -1.83334], [-0.29537, 0.14813, -2.38020], [-0.94172, -0.42375, -4.95279], [0.94435, -2.14423, -5.83545], [-2.07107, -3.48621, -5.20029], [-1.67354, -4.56718, -5.93890], [-2.67383, -4.86154, -6.82671], [-3.71678, -3.91907, -6.61565], [-3.31400, -3.08498, -5.60703], [-1.52471, -3.04228, -4.48384], [-0.71789, -5.03535, -5.77382], [-2.66108, -5.66103, -7.54825], [-4.65230, -3.86032, -7.14596], [-3.80549, -2.24241, -5.15104], [-5.58799, 0.37600, 0.33067], [-6.05511, 1.11922, 1.38343], [-7.07940, 1.89979, 0.92180], [-7.23702, 1.61702, -0.46325], [-6.30422, 0.67410, -0.79790], [-4.83686, -0.28590, 0.37527], [-5.62530, 1.02991, 2.36676], [-7.65661, 2.59314, 1.51008], [-7.96210, 2.04806, -1.13424], [-6.09725, 0.18791, -1.73583], [-4.14973, -2.96732, 7.08494], [-5.17532, -3.33907, 7.91198], [-4.67921, -4.23337, 8.81984], [-3.29846, -4.40987, 8.53339], [-2.99946, -3.61333, 7.46212], [-4.23509, -2.31520, 6.32800], [-6.16700, -2.94109, 7.78324], [-5.24211, -4.71138, 9.60346], [-2.60663, -5.04727, 9.05786], [-2.06992, -3.45978, 6.94039], [6.16815, 0.26553, 0.47801], [7.10585, 1.18754, 0.86441], [8.32533, 0.57062, 0.84223], [8.12113, -0.77367, 0.42608], [6.78111, -0.93269, 0.20728], [5.18507, 0.43937, 0.40363], [6.82800, 2.19822, 1.11001], [9.26549, 1.03512, 1.08518], [8.87507, -1.53105, 0.29359], [6.22048, -1.78937, -0.12777], [-8.71230, 4.23465, -3.42058], [-8.28381, 3.12193, -4.09296], [-9.16344, 2.88382, -5.11426], [-10.16274, 3.89399, -5.05582], [-9.85555, 4.71135, -4.00197], [-8.25619, 4.64110, -2.62471], [-7.39263, 2.59884, -3.79002], [-9.10032, 2.07701, -5.82505], [-11.00824, 4.00643, -5.71332], [-10.35162, 5.58702, -3.62029], [11.60068, 3.25805, 0.81490], [12.66262, 3.87581, 0.21221], [12.23580, 5.09212, -0.24643], [10.86123, 5.21497, 0.09559], [10.49837, 4.06806, 0.74839], [11.63385, 2.35182, 1.24327], [13.62764, 3.40175, 0.16207], [12.84032, 5.81602, -0.76623], [10.21612, 6.05210, -0.11245], [9.55527, 3.76526, 1.17032], [1.85427, 2.20844, -0.77250], [2.94508, 2.83886, -1.31695], [2.55420, 4.09299, -1.69405], [1.17658, 4.22796, -1.36761], [0.77138, 3.05153, -0.80187], [1.84970, 1.27516, -0.41131], [3.89741, 2.34277, -1.40562], [3.18157, 4.83244, -2.16212], [0.55514, 5.09057, -1.53861], [-0.19208, 2.74419, -0.43084]],
  "lowdin_charge": [-0.146, -0.779, 0.803, -0.404, 0.364, -0.225, 0.609, 0.607, -0.254, 0.091, 0.047, 0.061, 0.090, 0.103, 0.086, 0.124, -0.009, -0.015, 0.007, 0.015, -0.167, -0.107, -0.110, -0.130, 0.148, 0.026, 0.084, 0.102, 0.120, -0.002, -0.150, -0.109, -0.108, -0.145, 0.110, 0.101, 0.091, 0.092, 0.102, -0.012, -0.157, -0.103, -0.105, -0.136, 0.075, 0.088, 0.093, 0.082, 0.106, -0.006, -0.133, -0.101, -0.106, -0.157, 0.130, 0.110, 0.096, 0.093, 0.085, -0.016, -0.132, -0.097, -0.096, -0.153, 0.077, 0.108, 0.080, 0.097, 0.096, -0.002, -0.157, -0.111, -0.110, -0.141, 0.140, 0.097, 0.089, 0.091, 0.105, -0.003, -0.139, -0.108, -0.111, -0.153, 0.135, 0.106, 0.092, 0.090, 0.093, -0.016, -0.140, -0.093, -0.096, -0.149, 0.057, 0.101, 0.099, 0.098, 0.101],
  "total_charge": 1
}

=====

{
  "formula": "C35H36GaNP2",
  "method": "ωB97M-V with the def2-TZVPD basis set",
  "symbols": ["Ga", "C", "C", "P", "C", "C", "C", "C", "C", "C", "C", "C", "C", "C", "C", "C", "P", "C", "C", "C", "C", "C", "C", "C", "C", "C", "C", "C", "C", "H", "H", "H", "H", "H", "H", "H", "H", "H", "H", "H", "H", "H", "H", "H", "H", "H", "H", "H", "H", "H", "H", "H", "H", "C", "N", "C", "C", "C", "C", "C", "C", "C", "C", "H", "H", "H", "H", "H", "H", "H", "H", "H", "H", "H", "H"],
  "xyz": [[-0.47150, 0.95674, 0.34657], [0.55361, 0.39079, -2.47719], [0.06540, -0.99524, -2.01729], [-1.70368, -0.88583, -1.45375], [-1.66428, -1.24758, 0.37636], [-0.90259, -2.23205, 1.02822], [-1.31611, -2.73921, 2.24465], [-2.49685, -2.28529, 2.83185], [-3.24563, -1.28493, 2.22445], [-2.82228, -0.75396, 1.01656], [-2.31508, -2.52548, -2.03674], [-3.63017, -2.63487, -2.47339], [-4.12241, -3.86378, -2.89224], [-3.29897, -4.97737, -2.90255], [-1.97963, -4.86685, -2.48227], [-1.48959, -3.65023, -2.03799], [1.93022, 1.28582, -1.60252], [3.42276, 0.35542, -2.12117], [3.41898, -0.97328, -2.54458], [4.60088, -1.58309, -2.93556], [5.79622, -0.87919, -2.90419], [5.80520, 0.44379, -2.48919], [4.62520, 1.06090, -2.10366], [1.99168, 0.75077, 0.23289], [1.94994, -0.52375, 0.84331], [2.52347, -0.73988, 2.08877], [3.21856, 0.27628, 2.72784], [3.28387, 1.54106, 2.14472], [2.64089, 1.78450, 0.94827], [-0.28969, 1.09097, -2.50468], [0.91233, 0.35345, -3.50854], [0.69059, -1.40327, -1.22840], [0.09054, -1.69361, -2.85062], [-0.02789, -2.65623, 0.55099], [-0.74460, -3.52359, 2.72327], [-2.83606, -2.71778, 3.76410], [-4.16020, -0.93306, 2.68384], [-3.43794, -0.02743, 0.49295], [-4.26674, -1.75859, -2.50152], [-5.15085, -3.94798, -3.21682], [-3.67952, -5.93050, -3.24364], [-1.32387, -5.72741, -2.50341], [-0.46152, -3.60155, -1.70241], [2.50329, -1.54401, -2.59696], [4.58276, -2.61302, -3.26750], [6.71633, -1.35695, -3.21188], [6.73311, 0.99970, -2.47194], [4.63368, 2.10384, -1.80737], [1.55829, -1.38335, 0.32023], [2.46894, -1.72366, 2.53693], [3.71973, 0.08826, 3.66827], [3.83247, 2.33930, 2.62770], [2.69495, 2.77048, 0.50079], [0.31886, 2.48503, 2.93301], [-0.74152, 1.55005, 2.51776], [-0.86971, 0.48880, 3.52749], [-2.00047, 2.30253, 2.37093], [-1.94433, 3.19156, 1.15141], [-2.52904, 4.45269, 1.13074], [-2.47418, 5.23085, -0.01699], [-1.84480, 4.76217, -1.16163], [-1.25593, 3.50168, -1.16641], [-1.32143, 2.75947, -0.00449], [0.02159, 3.00383, 3.84877], [0.49978, 3.22241, 2.15143], [1.23490, 1.94011, 3.12099], [-1.10038, 0.91346, 4.50866], [0.06736, -0.06232, 3.59498], [-1.66320, -0.19403, 3.24876], [-2.19515, 2.90728, 3.26100], [-2.82094, 1.58916, 2.25688], [-3.02972, 4.82083, 2.01883], [-2.91623, 6.21801, -0.01403], [-1.80246, 5.36920, -2.05577], [-0.75923, 3.13901, -2.05592]],
  "nbo_charge": [1.518, -0.764, -0.747, 0.859, -0.480, -0.168, -0.213, -0.068, -0.247, -0.180, -0.364, -0.129, -0.209, -0.167, -0.192, -0.216, 0.890, -0.388, -0.165, -0.210, -0.171, -0.190, -0.190, -0.533, -0.177, -0.222, -0.117, -0.227, -0.093, 0.245, 0.289, 0.218, 0.282, 0.226, 0.246, 0.241, 0.253, 0.254, 0.218, 0.237, 0.238, 0.232, 0.202, 0.193, 0.230, 0.237, 0.236, 0.222, 0.225, 0.243, 0.249, 0.252, 0.242, -0.430, -0.514, -0.436, -0.252, -0.092, -0.184, -0.162, -0.182, -0.218, -0.433, 0.221, 0.229, 0.224, 0.218, 0.218, 0.231, 0.230, 0.228, 0.234, 0.245, 0.243, 0.232],
  "relative_energy_kcal_mol": 15.7,
  "total_charge": 2
}

=====

Number 1: LUMO energy -4.77 eV, gap between HOMO and LUMO 4.61 eV. Number 2: LUMO energy -7.84 eV, gap between HOMO and LUMO 6.13 eV.